# 1
ORCA calculation (ωB97M-V/def2-TZVPD) on a molecular structure, C38H56BrGeN7OSSeW at a distorted geometry.

Computed properties:
Total charge: +2
E_LUMO (spin up / spin down), eV: -6.4 / -6.4

Last column: Mulliken charge in e.
CARTESIAN COORDINATES (ANGSTROEM)
W1 -1.21663 -0.48305 -1.17332  -0.228
O1 -4.34201 -4.86374 -3.03794  -0.498
C1 -3.58537 -4.11879 -2.24364  0.852
C2 -3.26260 -4.47430 -0.92439  -0.872
C3 -2.46073 -3.64346 -0.17399  -0.785
N1 -2.02230 -2.48654 -0.67457  0.433
C4 -2.32735 -2.11056 -1.92018  -0.262
Br1 -1.15198 -0.04848 -3.79101  -0.416
C5 -3.08797 -2.90937 -2.75360  -1.150
H1 -4.67482 -5.66270 -2.60462  0.329
H2 -3.63562 -5.38669 -0.49034  0.414
H3 -2.16391 -3.88762 0.83756  0.464
H4 -3.32626 -2.61307 -3.76541  0.625
C6 2.21694 -4.32059 2.29763  -1.151
C7 2.68283 -3.91985 0.90100  0.140
C8 3.68472 -2.76231 0.90073  -0.938
C9 3.05772 -1.36556 0.96839  -0.212
N2 2.44332 -1.09941 2.24408  2.300
C10 1.12429 -1.09377 2.51962  -1.480
Se1 -0.27563 -1.39298 1.26592  -0.005
N3 0.94875 -0.97648 3.85052  1.260
C11 -0.28298 -1.07304 4.60405  -1.110
C12 -0.61840 0.20603 5.39596  -0.540
C13 -1.97383 0.79910 5.01013  -1.315
C14 -1.96855 1.34498 3.58883  0.132
C15 2.18985 -0.87763 4.44848  0.825
C16 2.56352 -0.77211 5.78247  -0.829
C17 3.91544 -0.69971 6.05297  -0.758
C18 4.86584 -0.72429 5.02944  -0.893
C19 4.50545 -0.86414 3.70418  -1.076
C20 3.14678 -0.94855 3.42270  0.125
H5 1.69095 -5.27094 2.25082  0.436
H6 1.53406 -3.59088 2.72952  0.074
H7 3.07193 -4.43855 2.96095  0.375
H8 1.81740 -3.66304 0.28403  -0.327
H9 3.16296 -4.78851 0.44590  0.442
H10 4.28025 -2.79638 -0.01244  0.542
H11 4.36781 -2.90151 1.73921  0.400
H12 2.29706 -1.26298 0.18628  -0.929
H13 3.83552 -0.61251 0.80496  0.437
H14 -0.17137 -1.91932 5.28608  0.497
H15 -1.07744 -1.31962 3.89667  0.421
H16 0.15905 0.95533 5.22725  0.444
H17 -0.63404 -0.02004 6.46166  0.331
H18 -2.21679 1.60708 5.70230  0.470
H19 -2.74824 0.03842 5.11632  0.375
H20 -1.20847 2.12035 3.48454  0.196
H21 -2.93522 1.77137 3.33697  0.295
H22 -1.75886 0.54341 2.87961  -0.631
H23 1.83539 -0.75088 6.57536  0.476
H24 4.24446 -0.63430 7.07839  0.449
H25 5.91110 -0.64659 5.28553  0.457
H26 5.25528 -0.90905 2.92986  0.529
N4 0.81701 -0.00619 -1.41286  0.586
C21 1.64935 0.52112 -2.08130  0.327
C22 2.30792 1.38210 -2.93284  0.137
C23 2.13149 1.23482 -4.32839  -0.467
C24 2.67576 2.16116 -5.18648  -0.745
C25 3.43761 3.21811 -4.70541  -0.500
C26 3.66971 3.33101 -3.34028  -0.715
C27 3.11993 2.43063 -2.45405  -0.253
H27 1.53337 0.42438 -4.71071  0.522
H28 2.48532 2.06322 -6.24429  0.453
H29 3.85154 3.94289 -5.38796  0.469
H30 4.28447 4.13249 -2.96524  0.462
H31 3.29730 2.52839 -1.39418  0.560
C28 -1.01463 4.67809 -3.09072  -1.536
C29 -0.37477 3.99394 -1.89046  -0.481
N5 -0.70234 2.57316 -1.91564  1.090
C30 -0.84162 1.66058 -0.94258  -0.161
S1 -3.08154 0.07921 0.37780  -0.300
N6 -0.46292 1.99533 0.32415  0.867
C31 0.60150 2.86999 0.80051  -0.588
C32 1.69297 2.03661 1.47174  -0.475
H32 -0.76322 5.73452 -3.07884  0.456
H33 -2.09796 4.59135 -3.06399  0.256
H34 -0.64320 4.24314 -4.01688  0.384
H35 -0.74897 4.43968 -0.96571  0.448
H36 0.71109 4.13655 -1.95319  0.271
H37 -0.88449 2.24855 -2.86094  0.115
H38 -0.85927 1.43585 1.07786  -0.393
H39 0.19273 3.59319 1.51447  0.344
H40 1.04186 3.40089 -0.03834  0.264
H41 1.32378 1.56040 2.37934  -0.120
H42 2.53016 2.67591 1.74036  0.542
H43 2.04413 1.26757 0.78484  -0.149
C33 1.43925 -4.24711 -3.42659  -1.492
C34 0.82270 -3.24540 -2.63736  0.494
N7 0.29563 -2.43587 -2.01094  0.228
H44 0.96287 -4.28101 -4.40733  0.389
H45 1.33616 -5.22288 -2.95023  0.329
H46 2.50018 -4.03449 -3.55991  0.341
C35 -5.94397 1.22391 -2.40495  -1.514
Ge1 -4.03163 1.73792 -2.18319  1.218
C36 -3.54990 2.29653 -4.03230  -1.315
C37 -3.84436 3.15952 -0.79761  -0.988
C38 -3.40044 -0.00524 -1.33408  -0.592
H47 -6.49646 2.04807 -2.84617  0.422
H48 -6.42227 0.95821 -1.46630  0.408
H49 -6.01280 0.37642 -3.08366  0.397
H50 -4.18159 3.15960 -4.22408  0.420
H51 -3.82912 1.51395 -4.73068  0.361
H52 -2.52240 2.56603 -4.23031  0.266
H53 -4.80292 3.23939 -0.29116  0.523
H54 -3.62969 4.11965 -1.25577  0.315
H55 -3.08581 2.93868 -0.05193  0.081
H56 -4.20884 -0.72674 -1.50665  0.896

# 2
ORCA calculation (ωB97M-V/def2-TZVPD) on 7 unconnected molecules or ions with the total composition C38H56F6N3O18 at a distorted geometry.

Computed properties:
ΔE to the lowest compared entry with this formula, charge and spin, kJ/mol: 1096.6
Total charge: +1
E_LUMO, eV: -2.6

Last column: Mulliken charge in e.
CARTESIAN COORDINATES (ANGSTROEM)
C1 -0.12974 -1.72326 2.62056  -0.336
C2 -1.37087 -1.72865 3.69510  -0.690
C3 -2.54075 -2.73638 3.10572  -0.277
N1 -1.89391 -3.21626 1.82004  0.341
C4 -2.63417 -4.16585 0.89051  -1.029
C5 -3.45714 -3.18171 -0.18207  0.000
C6 -2.53300 -2.69029 -1.44495  -0.361
C7 -2.34799 -1.03312 -1.48161  0.561
C8 -2.65918 -0.51252 -3.00638  -0.488
C9 -4.07035 0.31324 -3.15528  -0.257
C10 -3.97340 1.90900 -2.79200  -0.471
C11 -4.22456 2.23208 -1.16987  -0.013
C12 -2.78568 2.78141 -0.60510  0.234
C13 -2.84730 3.52821 0.85227  -1.049
C14 -1.25521 3.73154 1.32356  -0.295
C15 -0.42645 4.67317 0.26684  -0.737
C16 0.91317 3.97012 -0.37975  -0.231
C17 0.59788 2.83008 -1.52645  -0.643
N2 0.74333 1.40055 -1.05126  -0.077
C18 2.03796 1.15542 -0.30711  -0.478
C19 2.88248 2.53798 -0.03158  -0.252
N3 1.91312 3.48699 0.69151  0.207
C20 -0.52029 -2.73674 1.39204  -0.086
H1 0.88742 -1.14461 2.60410  0.243
H2 -1.38741 -1.07971 4.67318  0.306
H3 -3.60194 -2.99376 3.55832  0.269
H4 -3.37085 -4.83987 1.50906  0.300
H5 -1.82788 -4.83167 0.35628  0.324
H6 -3.70318 -2.20121 0.45285  -0.121
H7 -4.48630 -3.65879 -0.47863  0.375
H8 -1.42072 -3.11471 -1.38571  0.103
H9 -3.03711 -3.11111 -2.43081  0.431
H10 -1.25014 -0.69798 -1.16906  -0.237
H11 -3.07461 -0.47489 -0.74780  -0.266
H12 -1.79098 0.24239 -3.30949  0.005
H13 -2.69128 -1.41797 -3.76223  0.368
H14 -4.40482 0.22630 -4.29668  0.190
H15 -4.95486 -0.16208 -2.53366  0.073
H16 -4.80682 2.49269 -3.38398  0.267
H17 -2.92749 2.36776 -3.14047  0.080
H18 -5.07584 3.06098 -1.08011  0.485
H19 -4.51148 1.23482 -0.59031  -0.143
H20 -2.41183 3.59324 -1.39705  0.115
H21 -1.98129 1.93351 -0.53655  -0.228
H22 -3.49116 2.97253 1.65595  0.325
H23 -3.27262 4.62099 0.74407  0.294
H24 -0.77347 2.66534 1.50490  0.188
H25 -1.30469 4.27282 2.37670  0.305
H26 -0.03019 5.61220 0.88868  0.353
H27 -1.13510 5.15168 -0.56636  0.406
H28 1.49413 4.84458 -0.94870  0.234
H29 -0.43461 2.99429 -2.09106  0.100
H30 1.42862 2.98164 -2.37041  0.479
H31 0.83618 0.83282 -1.94454  0.297
H32 2.73571 0.33719 -0.79420  0.342
H33 1.72705 0.70986 0.75550  0.081
H34 3.33971 3.02434 -1.01657  0.378
H35 3.81458 2.24667 0.63574  -0.057
H36 2.48688 4.30892 0.98520  0.307
H37 1.43556 3.00099 1.49486  0.268
H38 0.09609 -3.02885 0.41708  0.269
C21 2.76472 -4.13489 2.33174  -0.447
C22 3.88380 -5.06755 2.64716  0.353
O1 4.91680 -4.64608 1.78568  -0.306
C23 4.70146 -3.31357 1.59931  0.555
O2 5.53016 -2.54362 1.14293  -0.571
O3 3.44506 -2.94291 1.99369  -0.137
F1 3.55578 -6.33970 2.32825  -0.276
H39 2.16568 -4.46579 1.47672  0.242
H40 2.10042 -3.97838 3.18590  0.338
H41 4.22825 -5.02032 3.68574  0.238
C24 -8.54963 -2.17994 1.65257  -0.473
C25 -7.43055 -3.11260 1.96799  0.277
O4 -6.39755 -2.69113 1.10651  -0.172
C26 -6.61289 -1.35862 0.92014  0.461
O5 -5.78418 -0.58867 0.46376  -0.443
O6 -7.86929 -0.98796 1.31452  -0.327
F2 -7.75856 -4.38475 1.64908  -0.289
H42 -9.14867 -2.51084 0.79755  0.288
H43 -9.21393 -2.02343 2.50673  0.281
H44 -7.08609 -3.06537 3.00657  0.301
C27 7.12814 4.39420 1.43657  -0.449
C28 6.74463 3.36919 2.44848  0.385
O7 5.78600 4.03166 3.24160  -0.202
C29 5.19657 4.93276 2.40658  0.668
O8 4.14212 5.49807 2.64413  -0.578
O9 5.92761 5.12045 1.26561  -0.321
F3 7.79790 3.04815 3.23284  -0.296
H45 7.91295 5.06933 1.79386  0.300
H46 7.45314 3.94644 0.49355  0.289
H47 6.30585 2.46045 2.02282  0.189
C30 -1.93805 1.19318 -8.44674  -0.453
C31 -2.69007 2.05787 -7.49360  0.336
O10 -3.63853 1.18028 -6.93046  -0.263
C32 -3.05204 -0.04897 -6.97092  0.670
O11 -3.44003 -1.01372 -6.33327  -0.526
O12 -1.97016 -0.06734 -7.80798  -0.301
F4 -3.35253 3.03660 -8.15003  -0.292
H48 -2.42529 1.11702 -9.42458  0.290
H49 -0.90902 1.53243 -8.59304  0.266
H50 -2.07355 2.49249 -6.69954  0.270
C33 4.30257 2.54866 5.45513  -0.205
C34 2.89035 2.59415 4.98050  0.302
O13 2.21050 1.75707 5.88824  -0.301
C35 2.91496 1.84884 7.05099  0.521
O14 2.49199 1.49063 8.13757  -0.522
O15 4.15169 2.39892 6.85254  -0.315
F5 2.77983 2.05974 3.74363  -0.209
H51 4.85623 1.69216 5.05606  0.248
H52 4.85144 3.46347 5.21586  0.217
H53 2.44356 3.59398 4.99615  0.304
C36 5.39045 -5.97014 -1.59117  -0.304
C37 5.49148 -4.79813 -2.50654  0.418
O16 4.56675 -5.09679 -3.52759  -0.301
C38 3.61227 -5.86279 -2.92852  0.650
O17 2.51412 -6.08795 -3.40939  -0.539
O18 4.03277 -6.34228 -1.71826  -0.303
F6 6.72376 -4.72110 -3.05719  -0.290
H54 6.02642 -6.80602 -1.90139  0.274
H55 5.63089 -5.71164 -0.55640  0.170
H56 5.23027 -3.84156 -2.04148  0.227